8
Properties=species:S:1:pos:R:3 method="wB97M-V/def2-TZVPD" lumo_energy_ev=0.00 homo_lumo_gap_ev=10.3 relative_energy_kj_mol=172.5 homo_ev=-10.33 charge=0
O -1.74 1.26 1.22
O -0.68 -0.36 -0.46
O 0.53 0.37 1.36
F -0.22 2.00 -0.33
P 0.70 -1.44 -0.23
S -0.58 0.78 0.64
H 0.50 -2.29 -1.41
H 1.49 -0.32 -0.79

8
Properties=species:S:1:pos:R:3 method="wB97M-V/def2-TZVPD" lumo_energy_ev="-2.50 / -2.50" homo_lumo_gap_ev="7.5 / 7.5" relative_energy_kj_mol=415.9 homo_ev="-10.01 / -10.01" charge=0
O 0.03 0.67 -1.33
O -0.62 -1.39 -0.13
O -0.70 0.27 1.91
F -1.48 1.35 1.66
P 0.62 -0.47 -0.43
S 2.43 -1.10 -0.78
H 0.63 1.30 -1.75
H -0.90 -0.63 0.85

Computed values of maximum force (unit: eV Å⁻¹) for the preceding records, in sequence: 3.559 4.674.
Computed values of calculated total energy (unit: Eh) for the preceding records, in sequence: -1066.2776 -1066.1849.